[1]
Molecular formula: C14H15NO3
Method: DFT, ωB97M-V with the def2-TZVPD basis set

Summary:
* energy relative to the best compared isomer or geometry (same formula, charge and spin): 1010.5 kJ/mol
* spin multiplicity: 1
* LUMO: 0.51 eV
* HOMO: -8.23 eV

Cartesian coordinates (Å):
1 C -0.42794 -1.36150 2.08792
2 C -1.32201 -1.20740 0.89336
3 C -1.83086 -2.19445 0.18727
4 C -2.84912 -2.15312 -0.83946
5 C -3.29072 -1.02732 -1.31278
6 C -2.87113 0.16738 -0.43966
7 C -1.98546 -0.03891 0.69886
8 O -1.37833 1.13365 1.15294
9 C -1.45968 2.45320 0.68731
10 C -0.48938 2.55731 -0.47907
11 N 0.69342 2.16917 -0.25490
12 C 0.93615 0.88559 -0.99394
13 O 0.41969 0.17659 -1.93852
14 C 2.25356 0.19198 -0.31380
15 C 3.01014 0.31703 0.62572
16 C 3.91864 -0.72278 0.89162
17 C 3.75709 -1.62751 -0.27311
18 O 2.63402 -1.04848 -0.91400
19 H 0.47717 -0.78214 1.67876
20 H -0.86838 -0.89819 2.78141
21 H -0.27123 -2.37365 2.23077
22 H -1.62807 -3.31704 0.55863
23 H -3.36805 -3.01762 -1.22770
24 H -3.99081 -0.54429 -1.99135
25 H -3.14442 1.05314 -0.78149
26 H -2.43498 2.92613 0.33386
27 H -0.92594 3.05868 1.59211
28 H -0.40603 3.78319 -0.62588
29 H -1.04224 2.15917 -1.15992
30 H 1.13227 2.30620 0.72350
31 H 2.88267 1.11519 1.38499
32 H 4.74154 -0.78379 1.60118
33 H 4.30276 -2.23902 -0.77199


[2]
Molecular formula: C14H16
Method: DFT, ωB97M-V with the def2-TZVPD basis set

Summary:
* energy relative to the best compared isomer or geometry (same formula, charge and spin): 176.9 kJ/mol
* spin multiplicity: 1
* LUMO: 0.88 eV
* HOMO: -8.88 eV

Cartesian coordinates (Å):
1 C -1.96297 -0.76648 2.22199
2 C -0.48136 -0.75722 2.43959
3 C 0.23026 0.41035 2.09778
4 C 1.59881 0.37328 2.37639
5 C 2.27723 -0.67099 3.00543
6 C 1.58354 -1.80200 3.35566
7 C 0.20122 -1.72745 3.14556
8 H -2.19168 -0.58971 1.17868
9 H -2.30676 0.07840 2.82248
10 H -2.56111 -1.64334 2.40298
11 H -0.16901 1.36858 1.80572
12 H 2.32772 1.11937 2.03687
13 H 3.35145 -0.64910 3.18811
14 H 1.92625 -2.73331 3.79918
15 H -0.25994 -2.66359 3.52920
16 C -0.58979 -0.98112 -1.31520
17 C -0.43210 0.06116 -2.38731
18 C 0.80772 0.15623 -3.04179
19 C 1.02345 1.33680 -3.76539
20 C -0.00807 2.22487 -3.95772
21 C -1.12144 2.29817 -3.09861
22 C -1.27984 1.19985 -2.29133
23 H -1.19040 -0.63809 -0.41653
24 H 0.40169 -1.35967 -1.04152
25 H -1.19859 -1.86508 -1.50674
26 H 1.64066 -0.52361 -3.02925
27 H 2.01948 1.43563 -4.20895
28 H 0.39112 3.11682 -4.44496
29 H -1.86995 3.04244 -3.28284
30 H -2.15758 1.14882 -1.61749


[3]
Molecular formula: C14H16
Method: DFT, ωB97M-V with the def2-TZVPD basis set

Summary:
* energy relative to the best compared isomer or geometry (same formula, charge and spin): 100.8 kJ/mol
* spin multiplicity: 1
* LUMO: 0.95 eV
* HOMO: -9.00 eV

Cartesian coordinates (Å):
1 C 1.35976 -1.42722 -4.60508
2 C 0.29529 -1.65009 -3.55325
3 C -0.15737 -0.56216 -2.79010
4 C -1.15024 -0.71299 -1.85405
5 C -1.81684 -1.94450 -1.77658
6 C -1.27527 -3.02538 -2.41740
7 C -0.21246 -2.91005 -3.30486
8 H 1.47535 -0.38628 -4.88610
9 H 1.08233 -1.98648 -5.50049
10 H 2.33834 -1.80989 -4.30665
11 H 0.20837 0.42014 -3.07706
12 H -1.39160 -0.02681 -1.05920
13 H -2.73369 -2.02603 -1.21530
14 H -1.81877 -3.96381 -2.47001
15 H 0.23873 -3.85384 -3.59036
16 C 1.88248 3.22513 3.24016
17 C 0.71662 2.25432 3.09626
18 C 0.40790 1.68554 1.87488
19 C -0.64278 0.76299 1.82881
20 C -1.40296 0.44120 2.93648
21 C -0.90539 0.83160 4.18040
22 C 0.08589 1.80009 4.26007
23 H 2.59926 2.81477 3.94953
24 H 1.51263 4.16345 3.65855
25 H 2.35935 3.41799 2.28309
26 H 1.13019 1.70607 1.07331
27 H -1.01540 0.46812 0.86035
28 H -2.31581 -0.13058 2.83086
29 H -1.22515 0.31131 5.07530
30 H 0.37126 2.11340 5.25845


[4]
Molecular formula: C14H16
Method: DFT, ωB97M-V with the def2-TZVPD basis set

Summary:
* energy relative to the best compared isomer or geometry (same formula, charge and spin): 48.2 kJ/mol
* spin multiplicity: 1
* LUMO: 0.98 eV
* HOMO: -8.90 eV

Cartesian coordinates (Å):
1 C 1.75251 -4.09355 -0.72708
2 C 2.03250 -2.61510 -0.66132
3 C 2.28734 -1.81768 -1.77844
4 C 2.61257 -0.50670 -1.61223
5 C 2.70367 0.05510 -0.35902
6 C 2.44391 -0.71101 0.76386
7 C 2.04152 -2.06075 0.62124
8 H 0.73411 -4.39339 -0.45690
9 H 2.40670 -4.68592 -0.08574
10 H 1.84997 -4.54167 -1.72264
11 H 2.24717 -2.25089 -2.76837
12 H 2.85410 0.20558 -2.40216
13 H 2.91915 1.10073 -0.16070
14 H 2.61348 -0.34002 1.76856
15 H 2.00806 -2.65886 1.51279
16 C -3.69629 2.81079 1.97659
17 C -2.74542 2.20476 0.95549
18 C -2.29707 2.97865 -0.10185
19 C -1.35317 2.42483 -0.97535
20 C -0.81009 1.16165 -0.75076
21 C -1.27255 0.40658 0.31959
22 C -2.24356 0.94430 1.15377
23 H -3.65459 3.90506 1.94072
24 H -3.43713 2.57538 3.00500
25 H -4.72460 2.50466 1.83018
26 H -2.67319 3.94335 -0.41746
27 H -1.07194 2.88018 -1.90966
28 H -0.05276 0.83112 -1.45048
29 H -0.86380 -0.56516 0.54485
30 H -2.61060 0.30799 1.94755


[5]
Molecular formula: C14H16Br2Cl33IN
Method: DFT, ωB97M-V with the def2-TZVPD basis set

Summary:
* energy relative to the best compared isomer or geometry (same formula, charge and spin): 52.6 kJ/mol
* total charge: -1
* spin multiplicity: 1
* LUMO: 1.40 eV
* HOMO: -3.59 eV

Cartesian coordinates (Å):
1 C 5.43674 4.40082 -2.49419
2 C 4.95173 3.02992 -3.03217
3 Br 6.49863 1.78751 -2.91110
4 C 3.64685 2.59539 -2.21703
5 Br 3.66155 0.64994 -1.75064
6 N 2.43036 2.73051 -2.98892
7 I 1.97505 4.73088 -3.21426
8 H 6.12874 4.25329 -1.64837
9 H 5.97502 5.00762 -3.23424
10 H 4.59355 4.98136 -2.11756
11 H 4.70706 3.12581 -4.08681
12 H 3.62331 3.20489 -1.29981
13 C 2.53399 5.38379 0.91317
14 Cl 1.68788 3.86226 1.20089
15 Cl 2.45867 6.43646 2.33718
16 Cl 4.20643 5.06033 0.45405
17 H 2.04759 5.88970 0.08665
18 C 1.43135 0.26722 2.95995
19 Cl 2.91728 -0.49799 2.38857
20 Cl 1.79273 1.47852 4.19527
21 Cl 0.55226 0.99361 1.61261
22 H 0.80943 -0.49606 3.40265
23 C -3.59975 -0.60355 3.26786
24 Cl -3.49701 -0.42914 1.51443
25 Cl -4.61639 -1.98364 3.69954
26 Cl -1.98507 -0.77206 3.96823
27 H -4.05413 0.29241 3.67292
28 C 1.54274 -1.25372 7.33799
29 Cl 0.86024 -1.05803 8.95703
30 Cl 0.32616 -0.88131 6.10842
31 Cl 2.97922 -0.24747 7.14328
32 H 1.83679 -2.28876 7.21804
33 C 3.30986 -3.43567 -2.36384
34 Cl 2.34675 -4.87384 -1.99903
35 Cl 3.38443 -2.36384 -0.96719
36 Cl 4.93348 -3.88865 -2.89608
37 H 2.82606 -2.89993 -3.17293
38 C 5.31622 0.65882 -6.87247
39 Cl 5.50061 2.36754 -6.44678
40 Cl 4.40480 -0.20259 -5.63012
41 Cl 4.55079 0.47661 -8.45863
42 H 6.30491 0.22182 -6.92631
43 C -1.85824 -4.16637 -3.04250
44 Cl -2.76950 -4.10223 -4.55501
45 Cl -1.67017 -5.83920 -2.50006
46 Cl -0.28550 -3.39140 -3.22488
47 H -2.41652 -3.62615 -2.28741
48 C -4.59385 -0.69714 7.74826
49 Cl -2.85273 -0.40961 7.72352
50 Cl -5.45656 0.62867 6.95555
51 Cl -4.98761 -2.23600 6.97836
52 H -4.91548 -0.74163 8.78119
53 C 0.77132 2.50532 -6.29269
54 Cl 2.52127 2.62211 -6.42776
55 Cl -0.01251 3.93105 -6.99045
56 Cl 0.18091 1.02797 -7.07254
57 H 0.52051 2.45923 -5.23772
58 C -9.01909 -3.95523 7.09939
59 Cl -8.35553 -2.32006 7.13867
60 Cl -7.78682 -5.13754 7.55394
61 Cl -10.42900 -4.08621 8.15762
62 H -9.33526 -4.16826 6.08607
63 C -6.78137 -2.92771 -4.46430
64 Cl -5.57242 -2.92284 -3.17797
65 Cl -8.41285 -3.02676 -3.79016
66 Cl -6.61337 -1.49542 -5.48340
67 H -6.61610 -3.80301 -5.08009


[6]
Molecular formula: C14H16BrF9LiO9S2
Method: DFT, ωB97M-V with the def2-TZVPD basis set

Summary:
* total charge: +1
* spin multiplicity: 1
* LUMO: -5.18 eV
* HOMO: -11.68 eV

Cartesian coordinates (Å):
1 C 5.42745 1.83989 0.03303
2 C 3.94767 1.96120 0.26735
3 O 3.34717 2.49630 -0.90320
4 C 1.96873 2.77917 -0.79437
5 C 1.19938 2.06582 -1.89985
6 O 0.31934 1.01703 -1.45872
7 C -0.76894 1.39186 -0.72471
8 C -1.40200 0.16502 -0.03991
9 S -0.30762 -0.29711 1.32380
10 O 1.06278 -0.08522 0.97976
11 O -0.83296 0.26943 2.52582
12 C -0.54023 -2.17077 1.51990
13 F -1.04569 -2.33854 2.74461
14 F -1.42742 -2.61625 0.59988
15 C 0.74490 -3.07093 1.46947
16 F 0.41741 -4.21192 2.12592
17 F 1.75129 -2.47796 2.11538
18 C 1.25590 -3.61615 0.10008
19 F 2.31874 -4.46144 0.43268
20 F 0.31735 -4.40246 -0.46134
21 C 1.83703 -2.69034 -0.99222
22 F 2.29575 -3.50846 -1.95192
23 F 2.82520 -1.97318 -0.53336
24 F 0.88039 -1.95073 -1.49410
25 C -2.82402 0.50021 0.42663
26 C -3.50473 -0.46957 1.36813
27 C -4.61091 0.07014 2.24390
28 O -5.27688 -0.63584 2.90531
29 Br -4.88059 1.98246 2.31020
30 C -3.63761 0.68824 -0.87623
31 O -5.00461 0.57318 -0.71540
32 O -3.40742 2.02312 -1.31686
33 S -1.95187 2.21918 -1.93372
34 O -1.69791 3.61814 -1.89564
35 O -1.84242 1.45911 -3.13592
36 H 5.90025 2.81322 -0.02637
37 H 5.87529 1.27798 0.84796
38 H 5.61777 1.30519 -0.89299
39 H 3.75141 2.61625 1.11808
40 H 3.50966 0.98802 0.48972
41 H 1.82293 3.85312 -0.89545
42 H 1.58780 2.49737 0.18528
43 H 1.92185 1.57099 -2.53742
44 H 0.65825 2.77614 -2.51882
45 H -0.57722 2.17182 0.01826
46 H -1.40579 -0.64101 -0.77032
47 H -2.76461 1.48788 0.87085
48 H -2.82762 -0.93408 2.07339
49 H -3.98224 -1.27588 0.81659
50 H -3.28627 -0.00530 -1.64470
51 H -5.30717 -0.27494 -1.05069
52 Li 2.55304 -6.36942 -0.44774